[1]
ORCA calculation (wB97M-V/def2-TZVPD) on 10 unconnected molecules or ions with the total composition C28H53N5O5S5.

Geometry as XYZ:
```
96
Properties=species:S:1:pos:R:3:forces:R:3
C -2.59863 -3.18333 -7.44957 -0.365 0.918 0.602
S -2.26096 -2.00096 -8.87063 3.219 -1.356 1.662
O -0.80360 -1.54025 -8.65949 -2.346 -0.193 -0.247
C -2.11275 -3.32290 -10.08128 0.221 -0.743 -1.082
H -2.39643 -2.67002 -6.50949 0.262 0.485 -0.193
H -2.00244 -4.09412 -7.39379 0.054 0.096 -0.699
H -3.66624 -3.38638 -7.36561 -0.066 -0.258 -0.517
H -2.60484 -2.96875 -10.98711 -0.255 -0.503 0.016
H -2.35444 -4.33644 -9.76129 -1.300 0.323 0.223
H -1.10013 -3.60039 -10.37407 0.597 1.241 0.263
C -6.60408 0.72839 -0.83691 0.093 -0.713 -1.335
S -6.03312 -0.13997 -2.38404 -1.157 -0.144 0.506
O -4.72701 0.47414 -2.75653 -0.109 -0.715 0.610
C -5.89124 -1.83348 -1.65166 0.134 -0.146 0.096
H -7.48659 0.25171 -0.41022 0.151 -0.255 -0.039
H -6.93494 1.67093 -1.27308 0.455 0.315 0.597
H -5.75324 0.72623 -0.15561 -0.177 0.465 -0.015
H -5.43583 -1.84850 -0.66147 0.693 0.128 -0.286
H -5.43661 -2.48809 -2.39523 0.645 0.270 0.173
H -6.82810 -2.35967 -1.46857 -0.694 0.787 -0.288
C 4.42728 3.11320 -4.57515 -0.810 -0.841 -1.643
S 2.63320 3.14810 -4.04785 -0.724 2.081 1.794
O 2.25075 4.64454 -3.84951 0.776 -2.732 -0.948
C 1.65484 2.45703 -5.44039 1.193 -0.482 -0.774
H 4.52791 3.24496 -5.65246 -0.229 0.882 -0.125
H 4.81427 2.09478 -4.54094 -0.141 -0.151 0.939
H 5.04204 3.82776 -4.02781 -0.523 -0.092 0.153
H 1.99558 2.98584 -6.33053 -0.613 0.022 -0.159
H 0.57845 2.32138 -5.33511 -0.075 1.442 0.607
H 1.83307 1.39166 -5.58641 1.132 -0.141 0.147
C 2.53541 -2.96396 4.64338 -0.114 0.531 -0.451
S 1.39765 -4.13737 3.83382 -0.538 1.185 -0.259
O 0.09341 -3.37802 3.57786 1.552 -1.117 0.847
C 1.24130 -5.27495 5.22496 -0.873 -0.322 -0.326
H 2.60042 -2.12506 3.95046 -0.020 -0.058 -0.163
H 3.54662 -3.35668 4.74990 -0.169 -0.322 0.055
H 2.17038 -2.54015 5.57893 -0.219 -0.409 0.102
H 2.18848 -5.77234 5.43369 0.154 0.477 0.159
H 0.58566 -6.07389 4.87866 -0.167 0.056 -0.068
H 0.74996 -4.79349 6.07047 0.353 0.046 0.113
C 7.07391 -1.85910 -1.67585 -0.899 0.139 0.939
S 5.66913 -1.08962 -0.74177 -0.531 -0.954 1.138
O 4.66954 -2.12069 -0.18052 2.104 1.320 -0.987
C 6.73574 -0.48649 0.62268 -0.493 0.158 0.156
H 6.56810 -2.36392 -2.49889 0.559 -0.145 -0.025
H 7.63689 -2.48668 -0.98499 -0.227 -0.414 -0.287
H 7.73964 -1.04956 -1.97509 -0.285 0.057 -0.308
H 6.06765 0.02731 1.31389 0.027 0.219 -0.160
H 7.45738 0.20756 0.19185 -0.136 0.123 -0.013
H 7.27436 -1.21639 1.22702 -0.144 -0.505 -0.451
C -0.64296 -0.43227 -0.73396 0.771 -0.659 -0.796
C -0.42680 0.72364 0.08723 0.890 3.893 2.532
N -0.18560 1.70006 0.70977 -0.917 -3.319 -1.986
H 0.30185 -0.96933 -0.81773 0.108 -0.213 0.428
H -0.76950 -0.11128 -1.76791 -0.766 0.008 0.067
H -1.39720 -1.12294 -0.35689 -0.098 0.312 -0.194
N 0.90811 -6.84719 -2.92761 -2.115 -2.052 -0.093
C -0.33406 -6.25760 -2.79377 1.178 2.084 0.911
C -1.26107 -6.91920 -3.47339 -1.849 -0.819 -1.498
C -0.68855 -8.08721 -4.04620 1.503 0.148 1.668
C 0.60970 -8.09416 -3.55233 0.465 0.374 -0.554
H 1.68282 -6.59144 -2.33220 -0.071 -0.479 -0.247
H -0.47362 -5.36655 -2.19966 0.225 0.105 -0.182
H -2.29410 -6.65306 -3.64203 0.069 0.276 0.314
H -1.22255 -8.87915 -4.55026 0.293 0.038 -0.022
H 1.30077 -8.92396 -3.53635 0.299 0.344 -0.295
N -1.26805 -0.12441 6.49288 1.524 0.510 -2.443
C -2.08549 -0.17158 7.55435 -0.468 -0.868 -0.266
C -1.80644 0.88284 8.34208 0.346 1.094 1.270
C -0.77194 1.66269 7.74120 0.407 -1.213 -2.683
C -0.45923 0.99892 6.50103 -1.380 0.633 3.209
H -1.22632 -0.73661 5.69065 -0.403 -0.208 0.323
H -2.85325 -0.92358 7.66131 0.256 -0.061 0.006
H -2.29313 0.96269 9.30289 0.121 0.562 -0.018
H -0.30701 2.61045 7.96926 -0.239 -0.140 0.523
H 0.22143 1.29486 5.71649 -0.139 -0.360 0.012
N 3.24824 6.45158 3.95831 0.268 2.248 1.628
C 3.51208 7.29147 5.07397 1.790 -1.406 -0.718
C 4.62194 8.07496 4.71084 -2.681 0.955 2.428
C 4.71309 8.09861 3.34723 -0.176 -2.673 -1.691
C 3.96799 6.95853 2.91583 0.307 1.620 -0.872
H 2.41305 5.88614 3.90488 0.378 -0.027 -0.287
H 3.05719 7.13417 6.04078 0.072 -0.191 -0.144
H 5.11881 8.77336 5.36792 -0.143 0.002 0.109
H 5.26364 8.86793 2.82625 0.206 -0.656 -0.505
H 3.83921 6.54896 1.92483 -0.026 0.121 0.042
N -4.20721 4.82922 2.87840 -1.234 -0.403 -0.054
C -5.17858 5.00611 1.85216 2.307 -0.266 2.110
C -6.27906 5.47447 2.51597 -0.517 0.733 -2.203
C -6.04052 5.54087 3.88344 -0.792 0.270 0.843
C -4.78600 5.09115 4.11304 1.226 -0.450 -0.698
H -3.29138 4.41491 2.77988 -0.296 0.013 -0.157
H -4.82517 4.75999 0.86174 -0.623 0.359 -0.127
H -7.09873 5.96170 2.00886 -0.306 -0.433 0.055
H -6.78385 5.91608 4.57124 0.281 -0.169 0.246
H -4.25033 4.84127 5.01693 -0.028 0.311 -0.034
```
Positions in Å, forces in eV/Å.

## Properties
- Molar mass: 700.10 u
- Maximum force: 4.73 eV/Å
- Orbital gap: 7.8 eV
- HOMO level: -7.6680 eV

---

[2]
ORCA calculation (wB97M-V/def2-TZVPD) on a molecular structure, C28H54As6Cl4O2RuSe.

Geometry as XYZ:
```
96
Properties=species:S:1:pos:R:3:forces:R:3
Ru -1.09439 -0.51913 0.09869 -0.240 -0.025 0.084
C -2.03469 -4.29056 -2.53381 -0.007 0.056 0.052
As -1.03121 -3.11026 -1.31322 0.097 -0.015 0.025
C -1.14350 -4.29602 0.22736 0.010 0.009 -0.025
C 0.85221 -3.48805 -1.78238 -0.023 -0.023 0.156
C 1.44156 -2.77338 -3.00574 0.012 0.040 0.004
C 0.57967 -3.05458 -4.24143 -0.020 0.024 -0.021
C 1.60122 -1.25862 -2.81009 0.011 0.103 0.002
As 0.09470 -0.09542 -2.26136 0.208 0.037 -0.124
C -1.19059 -0.19534 -3.72204 -0.008 -0.055 0.048
C 0.93508 1.58377 -2.80546 0.008 0.002 -0.031
C 2.82863 -3.37118 -3.32309 0.049 -0.086 -0.061
As 4.46554 -3.23587 -2.21270 0.007 0.008 0.026
C 5.00546 -1.37759 -2.57045 0.020 0.008 0.003
C 3.85155 -2.96589 -0.37075 0.007 0.002 0.023
H -1.48157 -5.21665 -2.69536 0.000 -0.026 -0.011
H -2.24630 -3.81583 -3.48878 0.012 0.020 -0.013
H -2.98207 -4.51508 -2.04195 0.005 0.016 0.004
H -0.97882 -5.32980 -0.08181 -0.002 -0.013 0.022
H -2.13784 -4.17798 0.65716 0.007 0.005 -0.007
H -0.40834 -3.98714 0.96834 -0.013 -0.008 -0.018
H 0.97865 -4.57080 -1.89510 -0.029 0.004 -0.012
H 1.38701 -3.18976 -0.87480 -0.073 -0.055 -0.110
H -0.42850 -2.66061 -4.13614 -0.022 0.016 0.029
H 0.50090 -4.12932 -4.41962 0.005 -0.021 0.010
H 1.02353 -2.59527 -5.12777 0.009 0.004 -0.025
H 2.01202 -0.82994 -3.73399 -0.016 -0.019 0.063
H 2.33866 -1.07541 -2.02083 -0.119 -0.020 -0.073
H -0.68288 -0.32831 -4.67763 -0.024 0.007 -0.012
H -1.74525 0.74177 -3.70387 0.007 -0.006 -0.011
H -1.90064 -1.00382 -3.54492 0.029 0.022 -0.025
H 1.04958 1.59662 -3.89165 0.010 0.017 0.037
H 1.90973 1.68542 -2.32928 -0.018 0.009 0.006
H 0.30002 2.41055 -2.48784 0.021 -0.021 -0.004
H 3.17239 -2.97026 -4.28507 -0.007 -0.018 0.004
H 2.70119 -4.44762 -3.48161 0.014 0.040 0.003
H 5.08070 -1.23037 -3.64781 0.004 0.014 -0.014
H 5.99336 -1.22427 -2.13533 -0.003 0.002 -0.005
H 4.31960 -0.64087 -2.15594 0.038 -0.022 -0.018
H 3.38473 -3.87520 0.00532 0.014 0.016 0.014
H 3.15847 -2.13359 -0.25959 0.021 -0.020 0.026
H 4.74073 -2.76335 0.22878 -0.021 -0.001 -0.002
Cl -6.99780 0.39176 -3.61921 -0.052 -0.003 -0.032
C -5.82463 -0.17510 -2.47831 -0.059 -0.064 0.003
C -6.04174 -1.34485 -1.77063 -0.032 0.030 -0.038
Cl -7.48557 -2.26686 -2.02514 -0.048 -0.024 -0.019
C -5.08820 -1.78236 -0.84299 0.035 0.009 -0.050
Cl -5.32361 -3.25756 0.04007 0.020 -0.007 0.019
C -3.91794 -1.06678 -0.60516 -0.081 0.197 -0.175
O -3.02921 -1.42407 0.27644 -0.019 -0.080 0.186
C -3.67120 0.13000 -1.37113 -0.060 -0.191 0.101
O -2.55697 0.75898 -1.16382 0.065 0.121 -0.030
C -4.64663 0.54966 -2.27433 0.021 0.023 0.002
Cl -4.34997 2.02499 -3.14523 0.026 0.003 0.003
C 3.54193 3.54104 0.68860 -0.011 0.006 0.010
As 2.01869 2.28576 0.71962 0.010 -0.008 -0.077
C 3.11065 0.66065 0.70637 0.017 0.001 -0.014
C 1.68605 2.28079 2.66370 0.041 -0.071 0.028
C 0.57578 3.21561 3.16633 0.007 -0.001 0.006
C 0.65124 4.56896 2.45255 -0.021 0.091 -0.036
C -0.81094 2.59884 2.98060 -0.135 -0.003 0.034
As -1.47607 1.97389 1.22354 0.023 0.023 0.046
C -1.88272 3.62999 0.26562 0.036 0.000 0.016
C -3.27281 1.58356 1.88087 -0.005 0.003 0.038
C 0.79207 3.53299 4.66264 0.032 0.008 0.039
As 0.72063 2.26797 6.19437 -0.006 0.025 0.009
C -1.22140 2.01365 6.38472 0.029 0.013 -0.006
C 1.14991 0.49091 5.48904 -0.020 0.014 -0.016
H 4.25266 3.31344 1.48572 -0.015 -0.005 -0.002
H 3.19231 4.56687 0.80043 0.000 -0.004 -0.002
H 4.04925 3.45463 -0.27359 -0.007 0.001 0.006
H 3.84986 0.68541 1.50967 0.007 0.003 -0.006
H 3.63016 0.58589 -0.25191 -0.022 -0.031 0.025
H 2.45158 -0.19760 0.84831 0.019 0.028 -0.020
H 2.63926 2.52034 3.14943 -0.042 0.000 -0.002
H 1.44307 1.24253 2.89783 0.001 -0.010 0.029
H 0.53298 4.47025 1.37216 -0.002 -0.011 0.009
H 1.61142 5.05279 2.64616 0.022 0.011 0.004
H -0.13858 5.23288 2.81183 -0.007 0.017 -0.005
H -1.57131 3.29335 3.36141 0.061 -0.024 -0.003
H -0.87758 1.68955 3.58263 0.005 -0.021 -0.011
H -2.29705 4.37767 0.94394 -0.009 0.008 -0.016
H -2.60615 3.37067 -0.50619 -0.010 -0.022 0.002
H -0.98492 4.02125 -0.21112 -0.003 -0.003 0.004
H -3.61170 2.36621 2.56390 -0.002 -0.031 -0.030
H -3.25884 0.61681 2.38617 -0.008 0.047 -0.009
H -3.94392 1.51805 1.02596 0.006 -0.020 -0.005
H 0.06188 4.29573 4.96282 0.021 -0.020 0.010
H 1.77210 4.01316 4.75990 -0.025 -0.032 0.022
H -1.70460 2.98857 6.45154 -0.006 0.006 0.001
H -1.40259 1.47904 7.31741 0.007 0.003 -0.005
H -1.66121 1.45090 5.56514 -0.011 -0.019 -0.034
H 2.18934 0.45325 5.16788 0.020 0.010 -0.017
H 0.51101 0.16939 4.66862 -0.017 0.001 -0.052
H 1.02617 -0.20786 6.31782 0.003 0.009 0.005
Se -0.02444 -1.28059 2.03058 0.223 -0.031 0.036
```
Positions in Å, forces in eV/Å.

## Properties
- Molar mass: 1194.11 u
- Multiplicity: 6
- Net charge: -1
- Maximum force: 0.28 eV/Å
- Orbital gap (spin up / spin down): 6.2 / 6.3 eV
- HOMO level (spin up / spin down): -3.8477 / -4.2967 eV
- Relative energy (zero: lowest compared OMol25 entry of this formula, charge and spin): 0.0 kJ/mol